(1)
The following is a quantum chemistry calculation of a structure of composition C17H39BrCl28Sb, from the Open Molecules 2025 dataset.

```
86
Properties=species:S:1:pos:R:3:forces:R:3
Br -0.16481 2.87971 -2.00175 0.190 -0.113 -0.320
C 1.23723 1.52074 -1.63043 0.220 0.072 0.523
C 0.59082 0.20160 -1.27828 0.190 -0.109 -0.145
C 1.63545 -0.77254 -0.74157 0.011 -0.010 0.284
Sb 2.55963 -0.10245 1.20818 -0.536 0.358 -0.017
H 1.90074 1.44473 -2.48728 -0.276 0.238 -0.048
H 1.80629 1.95047 -0.80929 -0.207 -0.061 0.072
H -0.18678 0.37381 -0.52652 0.034 -0.042 -0.053
H 0.12108 -0.19968 -2.18754 -0.238 0.078 0.123
H 1.15524 -1.72818 -0.49949 0.084 -0.024 -0.138
H 2.44002 -0.94269 -1.46684 -0.028 0.020 0.036
H 3.63019 0.95139 0.25236 0.237 -0.049 -0.053
H 3.70631 -1.40991 1.15119 0.029 -0.172 0.011
H 1.39084 -1.08352 2.12105 0.018 -0.153 0.054
H 1.34357 1.22037 1.21336 0.018 0.095 0.058
H 3.30880 0.54606 2.66626 -0.082 -0.102 0.108
C -1.88865 4.55704 1.01996 0.157 -0.045 -0.080
Cl -0.76058 3.40422 1.71551 0.007 -0.016 0.008
Cl -3.50643 4.46252 1.75290 0.111 0.064 -0.071
H -1.50815 5.56061 1.17043 -0.045 0.001 0.065
H -1.98400 4.33932 -0.03808 -0.034 -0.043 0.017
C 6.81647 -1.91225 1.75658 -0.045 -0.153 0.011
Cl 7.13313 -0.16851 1.62624 -0.003 -0.063 -0.067
Cl 5.94552 -2.54816 0.36272 0.458 0.007 0.069
H 7.77122 -2.41962 1.82652 0.024 0.053 -0.007
H 6.22152 -2.07938 2.64758 -0.101 0.087 -0.059
C -1.82689 1.15871 -5.18555 0.022 0.021 -0.075
Cl -2.84067 1.34633 -6.63510 0.041 0.026 0.023
Cl -2.42741 -0.11857 -4.12488 0.024 -0.011 0.015
H -0.81919 0.89994 -5.49684 -0.384 0.046 -0.028
H -1.82784 2.09363 -4.63734 -0.037 -0.023 0.026
C 3.44954 -5.09812 -0.98362 -0.007 -0.005 -0.035
Cl 3.84386 -3.54207 -1.71205 -0.084 -0.043 -0.229
Cl 2.58486 -4.90810 0.54905 0.039 0.022 0.016
H 2.80998 -5.63489 -1.67318 0.052 -0.009 0.098
H 4.36806 -5.64088 -0.79215 0.011 0.050 0.035
C -0.79373 -6.28563 1.38593 -0.017 0.143 0.016
Cl -0.61518 -8.02763 1.67278 0.031 -0.056 -0.066
Cl -1.55512 -5.46709 2.75235 0.007 -0.013 -0.016
H 0.19065 -5.86203 1.22772 -0.010 -0.054 0.047
H -1.41218 -6.14874 0.50846 -0.015 -0.059 0.067
C -0.14895 -10.85451 3.98566 -0.022 0.056 -0.050
Cl -1.10825 -11.75135 5.17214 -0.029 -0.007 -0.017
Cl 1.56577 -10.81989 4.41083 0.007 0.010 -0.024
H -0.25426 -11.33926 3.02253 0.018 -0.046 0.026
H -0.51583 -9.83611 3.94277 0.023 0.006 0.069
C 2.47803 1.79662 -5.75358 0.063 -0.065 -0.110
Cl 2.77283 3.31964 -4.91526 0.019 0.007 -0.013
Cl 1.42896 0.71310 -4.82976 0.317 -0.185 -0.177
H 2.00290 2.00976 -6.70405 -0.047 0.029 0.037
H 3.42946 1.29976 -5.90268 0.007 -0.001 0.073
C 5.86625 1.60613 -1.38747 -0.006 -0.120 0.191
Cl 6.11687 0.66168 -2.87166 0.023 -0.021 -0.027
Cl 4.56677 2.77199 -1.55602 0.055 0.329 -0.210
H 5.58670 0.92387 -0.58958 -0.089 -0.035 -0.048
H 6.78632 2.13097 -1.15851 0.006 0.011 -0.082
C -6.77383 2.78665 1.63946 0.094 -0.048 -0.105
Cl -6.60248 4.33444 2.47135 -0.217 0.024 0.074
Cl -7.84053 1.66760 2.50239 0.008 -0.006 -0.011
H -7.19079 2.97148 0.65667 -0.048 0.033 0.030
H -5.79063 2.33665 1.56105 0.001 0.005 0.058
C -8.59622 5.93459 5.13091 0.045 -0.047 -0.033
Cl -8.40161 5.85290 6.88670 0.019 0.004 0.001
Cl -10.26470 6.29203 4.66444 -0.008 0.009 -0.037
H -7.95730 6.72237 4.75035 -0.028 0.029 0.027
H -8.31956 4.97729 4.70655 -0.039 -0.022 0.028
C 6.92688 2.03646 4.49392 -0.057 0.072 -0.048
Cl 7.48003 1.84582 6.17238 0.096 0.000 -0.001
Cl 5.18019 2.22503 4.39523 0.083 -0.029 -0.057
H 7.39787 2.91961 4.07797 -0.004 0.040 0.087
H 7.22080 1.15614 3.93494 -0.078 -0.028 0.097
C -0.20615 -5.83014 -3.22278 0.040 0.084 -0.025
Cl -1.61302 -5.74601 -2.15912 -0.054 0.030 -0.091
Cl 0.95009 -7.06292 -2.69071 -0.089 -0.062 -0.068
H -0.54401 -6.08616 -4.21939 -0.012 -0.052 0.022
H 0.28882 -4.86548 -3.21909 0.012 -0.010 0.081
C 1.14319 6.18345 -3.27380 -0.025 0.018 0.049
Cl 1.75296 7.38216 -2.12360 0.000 -0.018 0.009
Cl 0.36771 6.94745 -4.67190 -0.001 -0.035 -0.025
H 1.97475 5.58826 -3.62456 0.040 0.045 -0.017
H 0.41786 5.55569 -2.77340 -0.010 0.019 0.016
C -11.10253 2.71302 0.64734 0.056 -0.077 0.046
Cl -10.67489 3.99250 1.78461 -0.014 0.047 0.015
Cl -11.77657 3.35088 -0.85988 -0.002 -0.020 -0.012
H -10.20736 2.14861 0.41321 0.013 0.033 -0.012
H -11.84428 2.07423 1.11119 -0.035 0.041 -0.008
```
Forces are in eV/Å.

Results
Total charge: -1
Multiplicity: 1

=====

(2)
The following is a quantum chemistry calculation of a structure of composition C34H36BrF3N3O2RuS, from the Open Molecules 2025 dataset.

```
81
Properties=species:S:1:pos:R:3:forces:R:3
Ru 0.34079 -0.31785 -0.16469 1.257 1.548 0.243
C 3.81612 1.18943 -0.29642 -0.014 -0.035 -0.035
C 2.44785 1.64696 0.19382 -0.270 0.189 -0.029
C 2.46310 2.01368 1.67366 -0.063 -0.037 -0.015
C 1.82475 2.72578 -0.67462 0.070 0.017 0.079
C 2.58303 3.88397 -0.78781 -0.003 -0.039 -0.006
C 2.16935 4.93479 -1.57215 -0.026 0.016 -0.019
C 0.98400 4.79672 -2.26472 -0.072 0.036 0.052
C 0.16589 3.66912 -2.18431 0.020 0.095 0.038
C -1.07196 3.78326 -3.08465 0.077 -0.109 -0.021
C -2.32605 4.30444 -2.34461 0.019 0.035 0.012
C -1.27016 2.61507 -4.06550 -0.003 -0.024 -0.059
C 0.57841 2.60606 -1.32935 0.052 -0.140 -0.145
N -0.17624 1.39286 -1.15571 -0.689 0.265 -0.209
C -1.45647 1.32074 -1.43166 -0.179 -0.284 0.156
C -2.14754 0.10922 -1.27463 0.375 0.255 -0.098
C -3.48458 -0.22600 -1.48349 -0.046 -0.149 0.044
C -3.60528 -1.54853 -1.07904 -0.070 0.109 -0.090
C -2.34268 -1.98168 -0.62500 0.055 0.118 -0.020
N -1.45396 -0.97896 -0.77031 -0.630 -0.214 0.246
C -2.03398 -3.33494 -0.02603 0.035 0.036 -0.018
C -3.29703 -4.19638 0.01216 -0.025 -0.014 -0.002
C -0.98277 -4.05283 -0.87716 0.046 0.015 -0.016
C -1.53171 -3.15292 1.41145 0.027 -0.030 0.017
H 4.14457 0.31819 0.27340 -0.002 0.014 0.018
H 4.55323 1.98058 -0.15242 0.010 -0.013 -0.012
H 3.79259 0.92315 -1.35268 -0.025 0.002 -0.004
H 1.78156 0.79755 0.04326 0.211 -0.533 0.272
H 3.19819 2.80116 1.85149 -0.005 0.011 -0.016
H 2.73153 1.14729 2.27919 0.024 0.005 -0.006
H 1.49016 2.38048 2.00060 0.015 -0.005 -0.020
H 3.52361 3.94402 -0.25453 -0.012 0.013 0.001
H 2.76378 5.83403 -1.66566 -0.009 -0.008 0.003
H 0.66345 5.60381 -2.91189 0.007 0.012 -0.009
H -0.82309 4.61248 -3.74480 0.039 -0.002 -0.072
H -2.47716 3.89834 -1.34556 0.010 -0.058 0.012
H -3.22918 4.11993 -2.93020 0.018 -0.005 -0.006
H -2.23377 5.38321 -2.21005 -0.008 -0.006 0.003
H -1.27077 1.62044 -3.62577 -0.022 0.046 -0.084
H -0.46432 2.63067 -4.80084 0.005 -0.006 0.008
H -2.21217 2.73746 -4.60427 0.012 0.012 -0.001
H -2.02003 2.17751 -1.74994 0.040 -0.016 0.045
H -4.25132 0.42182 -1.87924 0.005 -0.015 0.016
H -4.49864 -2.14896 -1.10732 0.002 0.011 0.004
H -3.69212 -4.37137 -0.99002 0.005 0.003 0.003
H -4.07892 -3.73240 0.61589 0.010 -0.007 0.004
H -3.06053 -5.16647 0.45398 0.007 0.004 -0.003
H -1.37577 -4.27888 -1.87044 -0.012 0.010 0.012
H -0.68076 -4.99057 -0.40312 -0.011 0.008 -0.003
H -0.10310 -3.42880 -1.00974 -0.010 -0.042 0.000
H -2.29555 -2.67110 2.02621 -0.015 -0.009 -0.009
H -0.63862 -2.53379 1.45726 -0.035 0.017 -0.023
H -1.29960 -4.12753 1.85058 -0.014 0.005 0.002
F 4.33082 -4.08597 -3.03037 0.091 -0.027 0.000
C 3.01035 -3.82754 -2.95027 -0.025 0.037 0.073
F 2.38169 -4.94804 -3.35148 -0.057 -0.075 -0.031
F 2.73739 -2.87265 -3.83697 -0.009 0.068 -0.078
C 2.62367 -3.46314 -1.54639 0.029 0.131 -0.002
C 2.88396 -4.38305 -0.54701 0.009 -0.062 0.150
C 2.52639 -4.12469 0.77071 0.106 -0.041 -0.080
C 1.91627 -2.92019 1.05474 0.240 0.310 -0.128
N 1.69036 -2.01523 0.10016 -0.696 -0.902 -0.294
C 1.98606 -2.26935 -1.19734 -0.014 0.293 0.189
S 1.33443 -0.96687 -2.15573 0.278 -0.479 -0.322
H 3.35908 -5.32129 -0.80741 0.010 0.011 0.004
H 2.71925 -4.84099 1.55579 -0.007 0.002 -0.013
H 1.61736 -2.62556 2.05162 -0.063 -0.038 -0.007
Br -1.06215 3.46171 3.05477 -0.001 -0.002 -0.003
C -1.07836 1.94561 4.19271 -0.016 -0.037 0.001
C -1.44899 2.16559 5.51232 0.000 0.017 -0.015
C -1.46881 1.11342 6.41222 0.006 -0.021 0.012
C -1.10359 -0.16074 6.00174 -0.005 0.018 0.008
C -0.71814 -0.36804 4.69024 0.014 0.004 0.002
C -0.70730 0.67324 3.76280 -0.007 0.025 0.003
C -0.31991 0.32358 2.36064 0.065 -0.117 -0.118
O -0.83177 0.90862 1.37846 -0.017 -0.208 0.089
O 0.51552 -0.60476 2.16865 -0.118 -0.017 0.332
H -1.72207 3.16337 5.82648 0.006 -0.005 -0.003
H -1.76625 1.29496 7.43691 -0.002 -0.002 -0.005
H -1.11633 -0.98626 6.70078 0.001 0.003 0.000
H -0.41907 -1.34999 4.34864 0.001 0.006 -0.002
```
Forces are in eV/Å.

Results
Total charge: 0
Multiplicity: 2
⟨S²⟩: 0.756

=====

Max |F|, respectively: 0.65; 2.01 eV/A.
E, respectively: -445466.39712; -136021.43224 eV.